#A
Below is an isolated ion of composition C4H9NOS and charge +1, with properties calculated with ωB97M-V with the def2-TZVPD basis set.

ORCA input file:
```
! wB97M-V def2-TZVPD RIJCOSX def2/J DEFGRID3
* xyz 1 2
C -0.616 -0.718 -1.817
N -0.968 -0.908 -0.409
C -0.057 -0.366 0.541
C -0.039 1.198 0.695
S 0.917 1.655 2.147
C 1.346 -0.945 0.285
O 2.206 -0.362 -0.294
H -1.379 -1.186 -2.421
H 0.354 -1.163 -2.035
H -0.553 0.342 -2.093
H -1.835 -0.410 -0.305
H -0.285 -0.735 1.548
H -0.998 1.698 0.797
H 0.588 1.692 -0.066
H -0.062 2.222 2.855
H 1.381 -2.015 0.572
*
```

Values from the calculation:
HOMO-LUMO gap (alpha / beta) ... 11.15 / 4.89 eV
⟨S²⟩ ... 0.76
HOMO level (alpha / beta) ... -14.6 / -13.9 eV


#B
Below is an isolated ion of composition C4H9NOS and charge +1, with properties calculated with ωB97M-V with the def2-TZVPD basis set.

ORCA input file:
```
! wB97M-V def2-TZVPD RIJCOSX def2/J DEFGRID3
* xyz 1 2
O 2.320 -1.123 0.980
C 2.254 -0.425 -0.062
N 1.262 0.491 -0.240
C -0.093 0.033 0.235
C -0.833 -0.464 -1.052
S -2.317 -1.355 -0.788
C -0.777 1.098 0.893
H 2.932 -0.600 -0.954
H 1.380 1.508 -0.153
H 0.117 -0.747 0.975
H -0.149 -1.066 -1.598
H -1.101 0.401 -1.694
H -1.948 -1.896 0.363
H -0.104 1.764 1.451
H -1.251 1.638 0.100
H -1.692 0.743 1.546
*
```

Values from the calculation:
HOMO-LUMO gap (alpha / beta) ... 10.18 / 4.60 eV
⟨S²⟩ ... 0.75
HOMO level (alpha / beta) ... -14.1 / -13.9 eV


Energies relative to the minimum, kcal/mol: #A 0.0; #B 7.3


#A
Below is one molecule with the formula C3H4ClP, with properties calculated with ωB97M-V with the def2-TZVPD basis set.

ORCA input file:
```
! wB97M-V def2-TZVPD RIJCOSX def2/J DEFGRID3
* xyz 0 1
C -1.503 -1.483 0.580
C -1.031 -0.367 -0.263
C 0.176 0.407 -0.410
P -2.696 -0.762 -0.636
Cl -3.640 0.811 0.315
H -1.111 -2.174 1.295
H 0.908 0.107 0.275
H -0.014 1.415 -0.175
H 0.475 0.325 -1.342
*
```

Values from the calculation:
HOMO-LUMO gap ... 9.87 eV
HOMO level ... -9.0 eV


#B
Below is one molecule with the formula C3H4ClP, with properties calculated with ωB97M-V with the def2-TZVPD basis set.

ORCA input file:
```
! wB97M-V def2-TZVPD RIJCOSX def2/J DEFGRID3
* xyz 0 1
C 1.323 0.601 -0.376
C 0.359 -0.292 -0.109
C -1.017 -0.619 -0.518
P 1.568 -0.384 1.171
Cl 0.826 1.368 2.852
H 1.466 1.329 -1.091
H -1.196 -0.253 -1.516
H -1.857 -0.119 0.039
H -1.471 -1.633 -0.452
*
```

Values from the calculation:
HOMO-LUMO gap ... 9.42 eV
HOMO level ... -9.7 eV


Energies relative to the minimum, kcal/mol: #A 1.3; #B 0.0


#A
Below is an isolated ion of composition C2H2NO2 and charge +1, with properties calculated with ωB97M-V with the def2-TZVPD basis set.

ORCA input file:
```
! wB97M-V def2-TZVPD RIJCOSX def2/J DEFGRID3
* xyz 1 1
C 0.016 1.703 0.998
C -0.159 0.189 -0.044
N 0.240 -1.053 -0.427
O -0.521 0.511 1.285
O 0.443 1.276 -0.307
H 0.175 -0.754 -1.399
H -0.193 -1.873 -0.108
*
```

Values from the calculation:
HOMO-LUMO gap ... 9.21 eV
HOMO level ... -17.1 eV


#B
Below is a 2-piece molecular cluster, C2H2NO2 overall, with properties calculated with ωB97M-V with the def2-TZVPD basis set.

ORCA input file:
```
! wB97M-V def2-TZVPD RIJCOSX def2/J DEFGRID3
* xyz 1 1
C 0.261 -0.478 -0.752
C 0.021 0.330 0.066
N -3.878 0.002 0.268
O -4.375 0.264 -0.706
O -3.451 -0.011 1.277
H 0.353 -1.105 -1.556
H -0.321 0.981 0.825
*
```

Values from the calculation:
HOMO-LUMO gap ... 5.76 eV
HOMO level ... -14.4 eV


#C
Below is a 2-piece molecular cluster, C2H2NO2 overall, with properties calculated with ωB97M-V with the def2-TZVPD basis set.

ORCA input file:
```
! wB97M-V def2-TZVPD RIJCOSX def2/J DEFGRID3
* xyz 1 1
C 1.170 0.229 -1.131
C -0.726 0.068 0.452
N -1.349 -0.260 1.372
O 1.769 -0.616 -0.669
O -0.155 0.548 -0.506
H 1.440 0.784 -1.975
H -2.149 -0.753 2.458
*
```

Values from the calculation:
HOMO-LUMO gap ... 11.20 eV
HOMO level ... -17.4 eV


Energies relative to the minimum, kcal/mol: #A 28.4; #B 88.7; #C 0.0